Formula: C11H15N
Source: the OMol25 dataset
Level of theory: wB97M-V/def2-TZVPD

Each line ends with the Löwdin charge.
Geometry (Å):
C -1.4195 -0.9772 -2.7983  -0.047
C -0.3935 -1.2856 -0.4186  -0.137
C -1.4870 -1.3828 -1.3574  -0.230
C -0.9045 -1.6442 0.8537  -0.215
C -2.5778 -1.7277 -0.6276  -0.066
C 0.9836 -1.1360 -0.5373  -0.045
C 1.8193 -1.2232 0.5676  -0.100
C 1.2687 -1.5448 1.8133  -0.104
C -0.0877 -1.7670 1.9703  -0.030
N -2.2516 -1.8585 0.7028  0.073
H 1.4526 -0.9077 -1.4864  0.105
H 2.8743 -1.0300 0.4202  0.097
H 1.8990 -1.6132 2.6866  0.095
H -1.6725 0.0613 -2.9865  0.075
H -2.1194 -1.5566 -3.4097  0.076
H -3.5738 -1.8367 -1.0250  0.121
H -2.8365 -2.2986 1.3924  0.151
H -0.4577 -2.0920 2.9404  0.107
H -0.4106 -1.2023 -3.1647  0.074
C 0.6330 2.9652 0.2973  -0.160
C 1.8391 3.7999 0.7718  -0.167
H -0.0013 2.7090 1.1554  0.062
H -0.0020 3.5058 -0.4086  0.060
H 0.9809 2.0215 -0.1030  0.042
H 1.9415 3.7338 1.8496  0.053
H 1.7424 4.8661 0.5598  0.058
H 2.7610 3.4216 0.3420  0.054

Properties
HOMO-LUMO gap: 8.77 eV
molar mass: 161.25 g mol⁻¹
structure (SMILES): Cc1c[nH]c2ccccc12.CC
ΔE to the lowest compared entry with this formula, charge and spin: 7.0 kcal/mol
max |F|: 0.993 eV/Å